Model i:
Here is a single C4H8FN3O4 molecule from the Open Molecules 2025 dataset. Energies are from the ωB97M-V functional and the def2-TZVPD basis.

SMILES: CN(C)CO/[N+]([O-])=C(/F)[N+](=O)[O-]
LUMO energy in eV: -1.504
Kohn-Sham gap in eV: 7.3
HOMO in eV: -8.7794
Molecular weight in g mol⁻¹: 181.12

The geometry in XYZ format:
```
20
C4H8FN3O4 the ωB97M-V functional and the def2-TZVPD basis
C -1.11691 1.13160 -0.28475
N -1.18940 -0.33519 -0.42398
C -2.32757 -1.00683 -0.89268
C -0.58779 -0.91651 0.79401
O 0.63252 -0.36842 1.15110
N 1.59847 -0.62816 0.14649
O 1.37299 -1.55959 -0.60063
C 2.56740 0.23876 0.07121
F 3.51787 -0.23455 -0.69582
N 2.79300 1.50556 0.68384
O 1.89637 1.94439 1.41573
O 3.85746 2.09014 0.43104
H -1.57858 1.53011 -1.17487
H -1.81462 1.37137 0.46026
H -0.05545 1.47272 -0.11492
H -2.12373 -2.06465 -0.75328
H -3.34649 -0.69099 -0.59958
H -2.35743 -0.69710 -1.97236
H -1.24610 -0.73652 1.70285
H -0.49200 -2.04614 0.65634
```

Results of the Löwdin charge analysis, in e, for atoms 1 through 2: -0.039, -0.268

=====

Model ii:
Here is a single C4H8FN3O4 molecule from the Open Molecules 2025 dataset. Energies are from the ωB97M-V functional and the def2-TZVPD basis.

SMILES: CN(C)CC(F)([N+](=O)[O-])[N+](=O)[O-]
LUMO energy in eV: -0.576
Kohn-Sham gap in eV: 8.6
HOMO in eV: -9.1743
Molecular weight in g mol⁻¹: 181.12

The geometry in XYZ format:
```
20
C4H8FN3O4 the ωB97M-V functional and the def2-TZVPD basis
C -1.16358 1.82454 0.97519
N -0.97273 0.66250 -0.02926
C -1.11712 0.93874 -1.37203
C -0.56889 -0.54464 0.39691
C 1.15988 -0.80260 0.27407
F 1.80710 0.16503 0.83995
N 1.33333 -1.99654 1.06860
O 0.67031 -2.96238 0.82672
O 2.14887 -1.85983 1.98210
N 1.68232 -0.94723 -1.13616
O 1.29652 -1.87831 -1.83012
O 2.48078 -0.09820 -1.44857
H -0.96661 2.82707 0.60246
H -2.20708 1.98359 1.19558
H -0.38223 1.77675 1.77224
H -2.06041 0.69723 -1.74042
H -0.97995 2.01010 -1.62313
H -0.38512 0.49200 -2.09053
H -0.79831 -0.81478 1.47771
H -0.97708 -1.47304 -0.14131
```

Results of the Löwdin charge analysis, in e, for atoms 1 through 2: -0.005, -0.252

=====

Which one sits at the bottom of the stability order? model i does.

=====

Model i:
Here is a single C4H11NS2 molecule from the Open Molecules 2025 dataset. Energies are from the ωB97M-V functional and the def2-TZVPD basis.

SMILES: CCSSCCN
LUMO energy in eV: 0.838
Kohn-Sham gap in eV: 9.0
HOMO in eV: -8.1212
Molecular weight in g mol⁻¹: 137.27

The geometry in XYZ format:
```
18
C4H11NS2 the ωB97M-V functional and the def2-TZVPD basis
C -2.22469 1.10170 2.22320
C -1.71041 0.52861 0.90237
S -0.27500 -0.53110 1.30144
S -0.15924 -1.90704 -0.24329
C 1.53650 -1.64655 -0.83430
C 1.95885 -0.20067 -1.07622
N 1.04110 0.49772 -1.94778
H -3.24645 1.42867 1.99819
H -1.71776 1.99945 2.55789
H -2.31687 0.33201 2.97184
H -1.47778 1.35032 0.22193
H -2.42649 -0.13170 0.42444
H 1.55965 -2.12255 -1.81925
H 2.26226 -2.16452 -0.21768
H 3.00893 -0.24339 -1.40190
H 1.93860 0.26769 -0.08988
H 1.33639 1.44093 -2.14689
H 0.91242 0.00043 -2.82412
```

Results of the Löwdin charge analysis, in e, for atoms 1 through 2: -0.190, -0.588

=====

Model ii:
Here is a single C4H11NS2 molecule from the Open Molecules 2025 dataset. Energies are from the ωB97M-V functional and the def2-TZVPD basis.

SMILES: CN[C@H](C)CSS
LUMO energy in eV: 0.743
Kohn-Sham gap in eV: 9.5
HOMO in eV: -8.7845
Molecular weight in g mol⁻¹: 137.27

The geometry in XYZ format:
```
18
C4H11NS2 the ωB97M-V functional and the def2-TZVPD basis
C 0.14356 -2.10065 -1.01962
N 0.67725 -0.96842 -0.15461
C -0.32882 0.18612 -0.16849
C -0.47541 0.94602 -1.48546
C 0.22464 1.22115 0.81263
S -1.03753 1.42782 2.14592
S 0.09296 1.17074 3.72063
H -0.56310 -1.77538 -1.74724
H -0.34949 -2.83213 -0.29802
H 0.88330 -2.56147 -1.60481
H 1.53618 -0.63043 -0.44920
H -1.16228 -0.44293 0.20443
H -0.00737 1.97043 -1.60360
H -1.52905 1.07327 -1.64245
H -0.12266 0.32767 -2.31319
H 1.33759 0.92215 1.33949
H 0.35069 2.21015 0.32567
H 0.32951 -0.14410 3.93792
```

Results of the Löwdin charge analysis, in e, for atoms 1 through 2: -0.105, -0.089

=====

Which one sits at the bottom of the stability order? model ii does.

=====

Model i:
Here is a gas-phase ion, C4H7N2O2S (charge +1) from the Open Molecules 2025 dataset. Energies are from the ωB97M-V functional and the def2-TZVPD basis.

LUMO energy in eV: -5.090
Net charge: +1
Kohn-Sham gap in eV: 8.9
HOMO in eV: -13.9764
Molecular weight in g mol⁻¹: 147.18

The geometry in XYZ format:
```
16
C4H7N2O2S the ωB97M-V functional and the def2-TZVPD basis
C -1.60201 0.46298 0.40951
C -1.19228 -0.71115 -0.16254
C -1.08965 1.81660 -0.00719
C 1.22697 0.92491 0.33162
N 0.38374 1.83226 -0.21621
N -0.00007 -1.01698 -0.79522
O -1.73910 2.78837 -0.27689
O 0.92657 0.27404 1.41411
S 2.82420 0.80220 -0.31058
H -2.58629 0.63970 0.95676
H -1.78189 -1.50702 0.16252
H 0.68316 2.66467 -0.70858
H 0.35900 -1.93366 -0.86202
H 0.06553 -0.39115 -1.57631
H -0.01174 0.06542 1.55261
H 3.38791 0.35235 0.82101
```

Results of the Löwdin charge analysis, in e, for atoms 1 through 2: -0.024, -0.129

=====

Model ii:
Here is 2 unconnected molecules or ions with the total composition C4H7N2O2S from the Open Molecules 2025 dataset. Energies are from the ωB97M-V functional and the def2-TZVPD basis.

LUMO energy in eV: -5.716
Net charge: +1
Kohn-Sham gap in eV: 8.4
HOMO in eV: -14.1198
Molecular weight in g mol⁻¹: 147.18

The geometry in XYZ format:
```
16
C4H7N2O2S the ωB97M-V functional and the def2-TZVPD basis
C 0.08147 0.17128 0.26487
C 1.48130 -1.98611 0.23381
C -1.84315 -0.98461 -0.52193
C 2.48666 1.42202 0.10076
N -1.74543 0.17420 1.55796
N -1.21076 -0.12528 0.47212
O 0.66174 -2.47227 -0.40235
O 2.32109 -1.53228 0.86302
S 0.69529 1.63074 -0.05476
H -2.83239 -0.58218 -0.74636
H -1.96022 -1.99339 -0.11934
H -1.24855 -1.04227 -1.43081
H 2.88506 2.39967 0.35798
H 2.91085 1.09563 -0.84500
H 2.71215 0.70587 0.88212
H -2.64910 -0.27024 1.72153
```

Results of the Löwdin charge analysis, in e, for atoms 1 through 2: -0.367, -0.467

=====

Model iii:
Here is a gas-phase ion, C4H7N2O2S (charge +1) from the Open Molecules 2025 dataset. Energies are from the ωB97M-V functional and the def2-TZVPD basis.

LUMO energy (alpha / beta) in eV: -6.633 / -6.721
Net charge: +1
Kohn-Sham gap (alpha / beta) in eV: 6.7 / 6.0
HOMO (alpha / beta) in eV: -13.3509 / -12.7255
Molecular weight in g mol⁻¹: 147.18

The geometry in XYZ format:
```
16
C4H7N2O2S the ωB97M-V functional and the def2-TZVPD basis
C -0.20594 0.05284 -0.42415
C -0.79044 -1.07703 -0.19959
C 0.67939 1.17902 -0.61540
C -0.09769 -2.32119 -0.49878
N -2.55265 1.25510 -0.09359
N -2.09374 -1.24671 0.38058
O -2.48879 -2.43905 0.56765
O -2.44615 2.55542 0.31478
S -3.13606 0.13345 0.76253
H 0.13561 2.03145 -0.32882
H 0.94980 1.51042 -1.63303
H 1.70406 1.08855 -0.12850
H 0.57883 -2.29956 -1.36410
H -0.76663 -3.06405 -0.73829
H 0.38371 -2.81379 0.42152
H -2.10173 3.11630 -0.51551
```

Results of the Löwdin charge analysis, in e, for atoms 1 through 2: 0.119, -0.307

=====

Which one sits at the bottom of the stability order? model iii does.

=====

Model i:
Here is 2 unconnected molecules or ions with the total composition C7H14N2 from the Open Molecules 2025 dataset. Energies are from the ωB97M-V functional and the def2-TZVPD basis.

Expectation value of S²: 0.76
LUMO energy (alpha / beta) in eV: -3.887 / -7.857
Net charge: +1
Spin multiplicity: 2
Kohn-Sham gap (alpha / beta) in eV: 10.4 / 6.4
HOMO (alpha / beta) in eV: -14.2661 / -14.2664
Molecular weight in g mol⁻¹: 126.20

The geometry in XYZ format:
```
23
C7H14N2 the ωB97M-V functional and the def2-TZVPD basis
C 0.78843 -3.27667 -2.05445
C 1.95997 -0.00709 -1.13747
C 1.00582 -1.84527 -1.83333
C 0.11372 -0.75750 -2.04517
N 2.17069 -1.28251 -1.32169
N 0.62700 0.32568 -1.49872
H 2.51217 0.74106 -0.58408
H 0.18765 1.23455 -1.53149
H -0.91893 -0.80748 -2.37263
H -0.22939 -3.52584 -1.76801
H 1.55381 -3.93460 -1.60785
H 0.94135 -3.52377 -3.11851
C -0.65672 1.00871 1.65842
C -2.16972 1.10983 1.77985
C 0.03166 2.29759 2.15892
H -0.30443 0.20573 2.32619
H -0.32506 0.80787 0.62729
H -2.59437 1.00573 0.78678
H 1.11993 2.29527 2.11682
H -2.53365 2.01114 2.22480
H -2.63353 0.35450 2.47646
H -0.37481 3.11151 1.52850
H -0.27156 2.45155 3.18936
```

Results of the Löwdin charge analysis, in e, for atoms 1 through 2: 0.014, -0.019

=====

Model ii:
Here is 2 unconnected molecules or ions with the total composition C7H14N2 from the Open Molecules 2025 dataset. Energies are from the ωB97M-V functional and the def2-TZVPD basis.

Expectation value of S²: 0.76
LUMO energy (alpha / beta) in eV: -3.946 / -7.760
Net charge: +1
Spin multiplicity: 2
Kohn-Sham gap (alpha / beta) in eV: 9.8 / 6.0
HOMO (alpha / beta) in eV: -13.7601 / -13.7600
Molecular weight in g mol⁻¹: 126.20

The geometry in XYZ format:
```
23
C7H14N2 the ωB97M-V functional and the def2-TZVPD basis
C -1.38683 0.31943 -2.66099
C 0.10033 0.60923 -2.82041
C -1.70800 -0.50230 -1.42259
H -2.01590 1.21295 -2.71010
H -1.72819 -0.26292 -3.52071
H 0.50689 0.05234 -3.67038
H -1.49149 -1.56426 -1.55256
H -1.18508 -0.17137 -0.51965
H 0.72085 0.24468 -2.00268
H 0.36661 1.63106 -3.06402
H -2.77295 -0.55882 -1.17733
C -0.96139 0.15458 2.47355
C 1.48572 0.76904 1.88127
C 0.46042 -0.15843 2.31815
C 2.20341 -1.29421 1.91525
N 2.54920 0.03160 1.62451
N 0.97607 -1.40202 2.33285
H 1.39105 1.83386 1.73123
H 3.48362 0.35648 1.41279
H -1.57562 -0.69673 2.73222
H -1.24839 0.61034 1.51931
H 2.96147 -2.05968 1.87890
H -1.13181 0.84517 3.30140
```

Results of the Löwdin charge analysis, in e, for atoms 1 through 2: -0.302, -0.120

=====

Which one sits at the bottom of the stability order? model i does.

=====

Model i:
Here is 3 unconnected molecules or ions with the total composition CH6N2O2 from the Open Molecules 2025 dataset. Energies are from the ωB97M-V functional and the def2-TZVPD basis.

LUMO energy in eV: 0.285
Kohn-Sham gap in eV: 9.5
HOMO in eV: -9.1859
Molecular weight in g mol⁻¹: 78.07

The geometry in XYZ format:
```
11
CH6N2O2 the ωB97M-V functional and the def2-TZVPD basis
C -1.27207 0.20149 0.69471
N -0.54564 -0.25183 -0.25930
N 2.14164 -0.03393 0.06461
O -0.72132 -0.83174 -1.32719
O -3.19569 0.43437 0.05391
H -1.22145 0.96132 1.47424
H 0.57321 -0.15078 0.16200
H 2.02972 -0.42159 -0.88027
H 2.55474 0.87885 0.09553
H 2.81286 -0.56359 0.51458
H -3.15599 -0.22257 -0.59282
```

Results of the Löwdin charge analysis, in e, for atoms 1 through 2: 0.132, -0.296

=====

Model ii:
Here is 3 unconnected molecules or ions with the total composition CH6N2O2 from the Open Molecules 2025 dataset. Energies are from the ωB97M-V functional and the def2-TZVPD basis.

LUMO energy in eV: 0.568
Kohn-Sham gap in eV: 10.1
HOMO in eV: -9.5501
Molecular weight in g mol⁻¹: 78.07

The geometry in XYZ format:
```
11
CH6N2O2 the ωB97M-V functional and the def2-TZVPD basis
C -0.72699 1.09115 -1.37499
N -0.79257 0.13613 -0.58713
N 1.48232 -0.95508 1.61587
O -1.94339 -0.72800 -0.67721
O -1.50727 1.83899 -1.85698
H 0.91533 1.55751 -1.47722
H -0.00051 -0.40064 -0.26184
H 2.43072 -1.24681 1.50922
H 1.40700 0.04221 1.55650
H 1.35693 -1.17489 2.54322
H -2.62156 -0.16058 -0.98944
```

Results of the Löwdin charge analysis, in e, for atoms 1 through 2: -0.492, 0.013

=====

Model iii:
Here is 3 unconnected molecules or ions with the total composition CH6N2O2 from the Open Molecules 2025 dataset. Energies are from the ωB97M-V functional and the def2-TZVPD basis.

SMILES: O=C=NO.[H][H].N
LUMO energy in eV: -0.003
Kohn-Sham gap in eV: 10.7
HOMO in eV: -10.6629
Molecular weight in g mol⁻¹: 78.07

The geometry in XYZ format:
```
11
CH6N2O2 the ωB97M-V functional and the def2-TZVPD basis
O 0.56320 -0.76158 -2.04685
C -0.29190 -0.36477 -1.40838
N -0.93180 0.10835 -0.55434
O -2.26156 0.20516 -0.10789
H -2.52150 -0.71195 -0.14657
H 1.36323 -1.10026 0.48886
H 1.68696 -1.77146 0.56045
N 2.13154 1.73319 1.61702
H 1.37626 1.79426 2.28001
H 2.45207 0.84706 1.81897
H 1.51745 1.46464 0.87592
```

Results of the Löwdin charge analysis, in e, for atoms 1 through 2: 0.165, -0.410

=====

Which one sits at the bottom of the stability order? model i does.

=====

Model i:
Here is a single C5H10N2 molecule from the Open Molecules 2025 dataset. Energies are from the ωB97M-V functional and the def2-TZVPD basis.

SMILES: [H]/N=C1/CCCCN1
LUMO energy in eV: 0.929
Kohn-Sham gap in eV: 9.8
HOMO in eV: -8.8843
Molecular weight in g mol⁻¹: 98.15

The geometry in XYZ format:
```
17
C5H10N2 the ωB97M-V functional and the def2-TZVPD basis
H 2.86371 -0.74969 -0.37690
N 2.37960 0.14174 -0.12902
C 1.13306 0.01534 -0.02252
C 0.29310 1.19864 0.43653
C -1.05938 1.24497 -0.29470
C -1.83833 -0.09946 -0.16627
C -0.94753 -1.23233 0.33677
N 0.39303 -1.13561 -0.22214
H 0.17117 1.09676 1.54374
H 0.89033 2.08996 0.33971
H -1.68435 2.10110 0.02906
H -0.78712 1.48497 -1.32441
H -2.75637 0.01640 0.44474
H -2.19172 -0.39282 -1.18392
H -0.92332 -1.27213 1.45031
H -1.35915 -2.17130 -0.00969
H 0.88280 -2.00917 -0.19337
```

Results of the Löwdin charge analysis, in e, for atoms 1 through 2: 0.055, 0.108

=====

Model ii:
Here is a molecular structure, C5H10N2 from the Open Molecules 2025 dataset. Energies are from the ωB97M-V functional and the def2-TZVPD basis.

LUMO energy in eV: 0.904
Kohn-Sham gap in eV: 9.5
HOMO in eV: -8.5972
Molecular weight in g mol⁻¹: 98.15

The geometry in XYZ format:
```
17
C5H10N2 the ωB97M-V functional and the def2-TZVPD basis
C -2.74030 0.20279 -0.33817
C 1.69039 1.43546 0.53429
C -0.47474 -0.26513 0.05063
C 1.29986 0.16007 -0.12240
N -0.62636 -1.42297 0.72347
C 2.09540 -0.66966 -0.77511
N -0.96103 0.63576 -0.60536
H -1.53656 -1.85602 0.69599
H 0.19297 -2.00519 0.80476
H -3.02895 0.18340 0.71245
H -3.15206 1.07466 -0.83480
H -3.00474 -0.71057 -0.87190
H 1.47014 1.40720 1.60303
H 2.75768 1.63951 0.40783
H 1.11197 2.25574 0.10861
H 3.16585 -0.49257 -0.83865
H 1.74046 -1.57248 -1.25467
```

Results of the Löwdin charge analysis, in e, for atoms 1 through 2: -0.023, -0.099

=====

Model iii:
Here is a single C5H10N2 molecule from the Open Molecules 2025 dataset. Energies are from the ωB97M-V functional and the def2-TZVPD basis.

SMILES: CC/N=C/[C@H]1CN1
LUMO energy in eV: 1.117
Kohn-Sham gap in eV: 10.4
HOMO in eV: -9.2809
Molecular weight in g mol⁻¹: 98.15

The geometry in XYZ format:
```
17
C5H10N2 the ωB97M-V functional and the def2-TZVPD basis
C 1.05259 1.68724 -1.56477
C 0.97592 0.16126 -1.64919
N 0.52215 -0.27233 -0.33971
C -0.72162 -0.43402 -0.16908
C -1.28417 -0.51202 1.20722
C -0.81092 -1.53525 2.17637
N -0.38526 -0.15257 2.29663
H 1.53712 2.13626 -2.43586
H 1.60609 1.96782 -0.66263
H 0.04140 2.10122 -1.47129
H 0.29174 -0.14341 -2.45840
H 1.96269 -0.26502 -1.85778
H -1.43467 -0.41276 -1.00761
H -2.29952 -0.12942 1.29195
H -1.49036 -1.87307 2.95572
H -0.10364 -2.27701 1.81169
H 0.54044 -0.04693 1.87675
```

Results of the Löwdin charge analysis, in e, for atoms 1 through 2: -0.101, -0.294

=====

Which one sits at the bottom of the stability order? model ii does.